A cluster of 2 separate species, C6H16N2 in total, computed with ωB97M-V/def2-TZVPD.

- E_LUMO (eV) = 0.98
- largest force on an atom (eV Å⁻¹) = 0.89
- SMILES = CC(C)=N.CCNC
- orbital gap (eV) = 10.031
- ΔE to the lowest compared entry with this formula, charge and spin (kcal per mole) = 18.8

Geometry as XYZ:
```
24
Properties=species:S:1:pos:R:3:forces:R:3
C -2.35845 -0.44975 -0.62099 0.06 -0.05 -0.12
C -1.93316 1.14330 1.14225 -0.14 -0.05 0.07
C -1.70119 -1.38843 -1.62151 -0.18 0.22 0.15
N -1.35321 0.27078 0.14199 0.31 -0.34 0.13
H -0.75587 -0.41354 0.60560 -0.05 0.15 -0.11
H -3.03956 -1.02272 0.03236 -0.01 0.10 -0.07
H -2.95509 0.30005 -1.14972 -0.08 -0.09 0.02
H -2.53568 1.89771 0.63594 -0.02 0.08 0.07
H -1.14094 1.64675 1.69252 0.00 0.07 0.06
H -2.58118 0.61502 1.86155 0.04 0.09 -0.05
H -2.46044 -1.90100 -2.20619 -0.02 -0.12 -0.08
H -1.05931 -0.82708 -2.29553 0.07 0.03 -0.08
H -1.09543 -2.13254 -1.10781 0.06 -0.11 0.02
C 2.44245 -0.26879 -1.02664 0.04 -0.12 -0.08
C 1.87147 1.15635 0.98743 0.10 -0.19 0.24
C 2.41931 -0.14453 0.46357 -0.19 0.38 -0.06
N 2.85344 -1.10344 1.15420 0.30 -0.78 0.28
H 2.81487 -0.96254 2.16291 -0.15 0.32 -0.07
H 1.43258 -0.14797 -1.41715 -0.06 0.06 -0.10
H 3.06672 0.51605 -1.45322 -0.01 0.08 -0.10
H 2.59895 1.94613 0.81520 0.07 0.16 -0.06
H 1.67596 1.09788 2.05827 -0.01 0.02 0.01
H 0.95842 1.41341 0.45814 -0.12 0.08 -0.06
H 2.83535 -1.24111 -1.31316 0.01 0.02 -0.01
```
Positions in Å, forces in eV/Å.